ORCA calculation (ωB97M-V/def2-TZVPD) on a cluster of 2 separate species, C11H18BCl2FO2PS in total at a distorted geometry.

Each line ends with the natural charge from an NBO analysis.
Element x y z (Å)
C 5.082 1.704 0.419  -0.950
P 3.858 0.216 0.134  0.741
C 4.513 -0.924 -1.282  -0.967
S 2.131 1.198 -0.779  0.163
C 0.749 -0.055 -1.094  -0.521
C -0.663 0.429 -0.414  -0.487
C -1.701 1.173 -1.477  0.025
F -2.098 0.200 -2.521  -0.382
B 2.676 1.913 -2.458  1.052
O 2.322 3.339 -2.788  -0.901
O 3.398 1.159 -3.502  -0.919
H 4.602 2.693 -0.046  0.255
H 6.114 1.548 -0.114  0.268
H 5.247 1.894 1.569  0.287
H 4.927 -1.946 -0.850  0.288
H 3.663 -1.086 -2.100  0.274
H 5.406 -0.341 -1.813  0.232
H 0.587 -0.276 -2.232  0.282
H 1.074 -1.057 -0.537  0.276
H -0.409 1.237 0.407  0.237
H -1.239 -0.505 0.032  0.282
H -2.641 1.502 -0.828  0.214
H -1.232 2.165 -1.937  0.171
H 1.361 3.249 -3.113  0.512
H 4.372 1.043 -3.282  0.521
Cl -1.667 -2.311 1.203  0.026
C -3.178 -1.960 1.964  -0.064
C -3.464 -0.710 2.526  -0.076
Cl -2.337 0.599 2.498  0.014
C -4.703 -0.490 3.136  -0.209
C -5.655 -1.511 3.184  -0.188
C -5.372 -2.754 2.619  -0.191
C -4.135 -2.978 2.011  -0.211
H -4.934 0.477 3.578  0.239
H -6.616 -1.336 3.661  0.233
H -6.113 -3.549 2.653  0.233
H -3.923 -3.952 1.574  0.239

2S+1: 1
Total charge: +1

---

ORCA calculation (ωB97M-V/def2-TZVPD) on an isolated molecule of C11H18BrClNO9PS at a distorted geometry.

Each line ends with the natural charge from an NBO analysis.
Element x y z (Å)
C 2.369 3.601 0.045  -0.734
C 1.644 3.365 -1.380  0.803
O 1.298 4.358 -2.077  -0.531
O 1.348 2.032 -1.870  -0.552
C 0.046 1.692 -1.334  -0.080
C -0.015 0.198 -0.686  -0.098
C -1.390 0.228 0.203  -0.420
C -1.167 0.707 1.717  -0.410
C -2.523 1.455 2.245  -0.504
C -3.787 0.523 1.894  0.786
O -3.959 -0.513 2.593  -0.567
O -4.633 0.920 0.824  -0.710
C 1.308 0.003 0.226  -0.677
S 2.750 -0.760 -0.647  2.186
O 3.617 -1.408 0.419  -0.852
O 3.652 0.239 -1.341  -0.867
O 2.211 -1.826 -1.828  -0.654
C 0.825 -2.208 -1.662  -0.055
Cl 0.457 -3.266 -3.154  0.033
P 0.495 -3.373 -0.176  2.109
N 1.799 -3.837 0.607  -1.328
O -0.264 -4.802 -0.769  -0.955
O -0.565 -2.711 0.976  -1.002
C -0.226 -0.967 -1.773  -0.270
Br -0.068 -0.311 -3.680  0.055
H 3.407 3.130 0.098  0.267
H 1.721 3.104 0.856  0.209
H 2.423 4.717 0.316  0.259
H -0.123 2.398 -0.423  0.179
H -0.834 1.904 -2.037  0.230
H -1.968 -0.753 0.161  0.241
H -2.073 1.020 -0.292  0.222
H -0.313 1.445 1.873  0.216
H -1.088 -0.238 2.377  0.228
H -2.566 2.458 1.682  0.225
H -2.378 1.578 3.371  0.251
H -4.713 0.120 0.242  0.502
H 1.119 -0.658 1.155  0.287
H 1.691 1.002 0.654  0.294
H 1.940 -4.855 0.565  0.387
H 0.001 -5.500 -0.118  0.506
H -0.197 -2.752 1.886  0.534
H -1.271 -1.460 -1.738  0.257

2S+1: 1
SMILES: CC(=O)OC[C@]1(CCCC(=O)O)CS(=O)(=O)O[C@@](Cl)(P(=N)(O)O)[C@@H]1Br

---

ORCA calculation (ωB97M-V/def2-TZVPD) on a structure of composition C11H18CaN3O3S3 at a distorted geometry.

Each line ends with the natural charge from an NBO analysis.
Element x y z (Å)
Ca 0.421 -0.866 0.516  1.736
N 2.259 -2.216 0.229  -0.925
C 2.403 -3.157 1.331  -0.238
C 2.201 -2.403 2.644  -0.236
N 0.849 -1.834 2.681  -0.911
H 2.225 -2.701 -0.664  0.408
H 3.077 -1.607 0.198  0.392
H 3.389 -3.645 1.343  0.207
H 1.628 -3.925 1.232  0.200
H 2.919 -1.575 2.699  0.202
H 2.378 -3.083 3.490  0.206
H 0.770 -1.209 3.480  0.393
H 0.179 -2.591 2.817  0.382
O 1.603 2.500 1.270  -0.873
S 0.786 1.789 0.350  2.258
O -0.341 1.066 0.982  -1.072
N 1.559 0.621 -0.467  -0.979
C 1.066 0.574 -1.705  0.062
S 1.043 -0.809 -2.613  -0.135
C 0.424 1.818 -2.147  -0.158
C 0.082 2.187 -3.438  -0.143
C -0.524 3.420 -3.626  -0.175
C -0.799 4.250 -2.548  -0.176
C -0.452 3.886 -1.250  -0.200
C 0.162 2.668 -1.075  -0.244
H 0.310 1.530 -4.265  0.250
H -0.785 3.735 -4.624  0.236
H -1.286 5.197 -2.721  0.236
H -0.648 4.542 -0.415  0.244
C -2.843 -0.377 -0.661  -0.826
S -2.626 -1.853 0.387  1.279
C -2.870 -0.996 1.977  -0.811
O -1.154 -2.121 0.357  -1.097
H -3.903 -0.153 -0.742  0.255
H -2.444 -0.618 -1.647  0.261
H -2.303 0.460 -0.216  0.249
H -3.855 -0.542 1.981  0.254
H -2.093 -0.240 2.078  0.243
H -2.806 -1.723 2.783  0.247

Energy relative to the best compared isomer or geometry (same formula, charge and spin), kcal/mol: 31.5
2S+1: 1
Total charge: +1

---

So what do the calculations give for gap between HOMO and LUMO? Going down the list: 7.17; 9.20; 8.34 eV.
So what do the calculations give for lowest unoccupied orbital energy? Going down the list: -4.38; -0.40; -3.33 eV.
So what do the calculations give for E_HOMO? Going down the list: -11.545; -9.598; -11.672 eV.